Computed, not measured: C4H8N2O2S2 in the gas phase in a non-equilibrium geometry, with the ωB97M-V functional and the def2-TZVPD basis.

Computed properties:
SMILES   NC(=O)CSSCC(N)=O
Energy above the lowest of the compared OMol25 structures with the same formula, charge and spin   7.2 kcal per mole
HOMO   -9.0 eV
Spin multiplicity   1
LUMO energy   0.40 eV

Cartesian coordinates (Å):
H -3.45497 -0.74584 0.08249
H 1.89954 2.14641 0.53432
H 0.71625 1.28625 -0.64707
N -3.11924 0.11708 -0.42838
C -1.91211 0.60061 -0.17872
S -0.80394 -1.62205 0.65001
H 2.70937 -1.33142 -1.34123
O -1.33838 1.38370 -0.95083
H 2.39540 -1.85885 0.38550
C -1.27121 0.00314 1.02668
O 3.67267 0.41463 0.25365
H -3.63699 0.37011 -1.26084
C 2.47051 0.24014 -0.03577
H -0.41067 0.62642 1.35661
C 2.13461 -1.16962 -0.43217
H -1.94722 -0.05951 1.86314
S 0.41321 -1.67251 -0.94898
N 1.48314 1.27131 0.07159